Entry 1:
Entry from the OMol25 dataset: an isolated molecule of C5H8INS at a distorted geometry (ωB97M-V/def2-TZVPD).

## Properties
SMILES: C=N/C(I)=C/[C@@H](C)S
Energy relative to the best compared isomer or geometry (same formula, charge and spin) in kcal per mole: 31.3
HOMO in eV: -8.25
Energy in Ha: -945.85117
F_max in Eh/bohr: 0.074

```
16
Properties=species:S:1:pos:R:3:forces:R:3
C -1.693 -1.407 2.511 -0.08 -0.37 -0.07
N -1.740 -0.369 1.800 -0.57 0.19 0.90
C -0.818 0.403 1.163 1.96 -0.97 -2.74
I -1.153 2.450 1.571 0.19 -0.21 -0.08
C 0.017 -0.004 0.116 -2.52 -0.20 2.85
C 0.506 0.762 -1.001 -0.96 1.64 -0.59
C 1.957 0.593 -1.315 -0.05 -3.19 -1.18
S -0.707 0.174 -2.439 1.98 -1.02 0.39
H -2.659 -1.705 2.997 1.03 -0.10 -0.55
H -0.779 -2.036 2.643 -0.53 0.53 0.17
H 0.075 -1.059 -0.157 -0.19 -0.16 0.85
H 0.335 1.848 -0.850 -0.44 -0.56 -0.42
H 2.175 -0.591 -1.137 0.21 2.98 -0.22
H 2.604 1.329 -0.822 -0.10 -0.66 0.07
H 1.954 0.721 -2.403 0.89 0.14 0.13
H -0.073 -1.110 -2.677 -0.84 1.97 0.49
```
Forces are in eV/Å.

Entry 2:
Entry from the OMol25 dataset: a structure of composition C5H8K2NO at a distorted geometry (ωB97M-V/def2-TZVPD).

## Properties
Energy relative to the best compared isomer or geometry (same formula, charge and spin) in kcal per mole: 120.1
HOMO in eV: -10.56
Energy in Ha: -1524.77186
F_max in Eh/bohr: 0.137
Total charge: +1

```
17
Properties=species:S:1:pos:R:3:forces:R:3
K -3.290 -1.503 0.532 -2.32 -6.26 -2.24
K -3.123 0.439 3.055 -1.63 0.83 2.89
C -1.317 0.434 1.229 -3.41 -0.37 2.09
O -2.650 0.283 0.922 2.41 5.61 -0.50
H -1.241 0.198 2.290 1.44 0.21 0.70
H -0.668 -0.327 0.795 -5.49 -2.69 1.70
H -0.862 1.414 1.089 -0.09 0.25 -0.30
N 0.649 0.050 -0.139 2.43 0.10 -0.84
C 1.393 1.108 -0.650 -0.80 -3.29 -1.24
C 2.115 0.466 -1.669 0.17 1.02 0.25
C 1.837 -0.917 -1.680 -0.68 -0.23 0.06
C 0.862 -1.197 -0.705 1.64 2.53 -1.01
H 0.001 0.148 0.630 5.32 2.33 -2.04
H 0.974 2.079 -0.430 0.86 0.25 -0.06
H 2.769 0.919 -2.399 0.00 0.15 0.15
H 2.268 -1.535 -2.454 -0.15 -0.39 0.32
H 0.281 -2.060 -0.416 0.30 -0.05 0.04
```
Forces are in eV/Å.

Entry 3:
Entry from the OMol25 dataset: a structure of composition C5H8LaO3 at a distorted geometry (ωB97M-V/def2-TZVPD).

## Properties
Energy relative to the best compared isomer or geometry (same formula, charge and spin) in kcal per mole: 38.7
HOMO in eV: -21.22
Energy in Ha: -451.25404
F_max in Eh/bohr: 0.092
Total charge: +3

```
17
Properties=species:S:1:pos:R:3:forces:R:3
H -0.938 0.461 1.319 1.01 -0.50 0.86
O 0.889 -0.286 -0.029 0.48 0.12 1.18
C 0.213 0.909 0.389 -4.52 -0.83 -1.14
O 0.870 1.937 0.583 2.84 0.89 0.63
La 3.417 2.109 0.594 -2.46 -0.65 -0.16
O -0.918 0.963 -0.442 1.48 0.78 -2.08
C -2.013 0.689 0.335 0.20 0.92 -1.15
C 2.181 -0.263 -0.023 -0.19 0.02 0.18
C 2.780 -1.548 -0.369 0.20 0.13 0.07
H 2.088 -2.397 -0.342 0.10 0.20 -0.10
H 3.203 -1.420 -1.383 0.03 -0.19 0.01
H 3.648 -1.714 0.288 -0.05 -0.13 -0.17
C -3.056 -0.117 -0.336 0.55 0.06 0.48
H -2.347 1.590 0.868 0.32 -0.53 0.89
H -2.755 -0.411 -1.347 0.17 -0.13 0.35
H -3.970 0.494 -0.385 0.04 -0.11 0.27
H -3.292 -0.997 0.280 -0.20 -0.07 -0.12
```
Forces are in eV/Å.

Entry 4:
Entry from the OMol25 dataset: a structure of composition C5H8LiO3Tl at a distorted geometry (ωB97M-V/def2-TZVPD).

## Properties
Energy relative to the best compared isomer or geometry (same formula, charge and spin) in kcal per mole: 72.1
HOMO in eV: -17.21
Energy in Ha: -600.35128
F_max in Eh/bohr: 0.068
Total charge: +2

```
18
Properties=species:S:1:pos:R:3:forces:R:3
C 0.772 1.145 -2.560 2.30 -1.16 -1.45
C 1.904 1.888 -2.624 -1.66 -1.24 0.95
H 1.103 -0.133 -2.525 -0.45 2.59 -0.43
H -0.128 1.373 -3.140 0.21 -0.34 0.19
H 2.396 2.266 -1.717 0.29 0.04 -0.47
Tl -0.684 2.722 0.134 -0.41 1.26 0.46
O -0.242 -1.010 0.456 -0.80 -0.57 -0.05
Li 0.925 -3.129 -0.943 0.02 0.10 -0.16
O 0.685 -1.299 -1.480 -0.81 -0.97 -0.61
C 0.023 -0.547 -0.730 3.13 1.43 0.55
O 0.008 0.731 -0.959 -1.47 -1.11 0.58
C -0.741 -0.157 1.509 -0.40 0.20 0.32
C -1.044 -1.030 2.699 0.01 -0.20 0.10
H 0.041 0.579 1.752 -0.12 -0.17 -0.09
H -1.657 0.335 1.147 0.18 -0.11 0.09
H -0.130 -1.515 3.064 -0.21 0.23 0.02
H -1.474 -0.401 3.488 0.13 -0.29 -0.11
H -1.757 -1.819 2.428 0.05 0.30 0.10
```
Forces are in eV/Å.

Entry 5:
Entry from the OMol25 dataset: a structure of composition C5H8LiO4Yb at a distorted geometry (ωB97M-V/def2-TZVPD).

## Properties
HOMO (alpha / beta) in eV: -10.49 / -10.49
Energy in Ha: -1662.20857
F_max in Eh/bohr: 0.085
Total charge: +1

```
19
Properties=species:S:1:pos:R:3:forces:R:3
C 1.272 2.836 -0.801 -0.22 -0.22 -0.34
C 0.357 2.761 0.408 -0.97 1.80 0.31
O 0.029 1.467 0.807 -2.42 3.42 1.19
Li -1.461 0.945 1.743 0.05 0.21 -0.30
H 1.613 3.867 -0.968 -0.08 -0.32 0.10
H 2.168 2.214 -0.650 -0.06 0.13 -0.13
H 0.734 2.522 -1.710 0.31 -0.03 0.18
H -0.622 3.308 0.156 1.47 -0.23 0.50
O -1.199 -0.853 0.822 -1.67 0.11 0.14
C 1.194 -2.126 -0.593 1.50 -3.65 -1.71
C -1.724 -1.909 0.470 0.42 -1.34 1.75
O 2.226 -2.433 -1.155 -0.56 0.52 0.33
O 0.147 -3.012 -0.870 -1.38 -1.38 -0.53
C -1.038 -3.081 -0.136 0.14 0.04 -1.24
Yb 0.805 -0.253 0.339 4.33 0.45 0.45
H -2.683 -2.174 0.954 -0.18 0.17 -0.65
H -1.790 -3.534 -0.804 0.12 -0.17 0.29
H -0.920 -3.769 0.728 -0.29 0.13 0.00
H 0.892 3.223 1.259 -0.52 0.35 -0.34
```
Forces are in eV/Å.

Entry 6:
Entry from the OMol25 dataset: a structure of composition C5H8MgNdO5 at a distorted geometry (ωB97M-V/def2-TZVPD).

## Properties
2S+1: 5
Energy relative to the best compared isomer or geometry (same formula, charge and spin) in kcal per mole: 22.3
HOMO (alpha / beta) in eV: -12.97 / -17.51
Energy in Ha: -1332.42827
F_max in Eh/bohr: 0.083
Total charge: +2

```
20
Properties=species:S:1:pos:R:3:forces:R:3
C 2.930 -0.603 -0.061 -1.96 -1.47 -3.49
O 3.954 -1.205 -0.456 0.64 -0.09 1.36
O 2.749 0.626 -0.240 -1.12 0.14 1.44
Mg 5.369 -2.345 0.280 0.14 -0.01 -0.17
O 0.570 0.155 1.813 -1.00 0.48 0.47
C -0.339 -0.863 1.828 2.17 -1.96 -0.67
C -0.877 -1.103 0.462 -3.32 2.10 1.36
O -0.982 0.000 -0.167 1.60 -1.04 0.52
C -1.787 0.424 -1.298 -0.23 0.01 -1.09
C -1.931 1.933 -1.072 -1.61 -0.19 -0.53
O -0.730 2.506 -0.711 0.34 -0.44 0.27
Nd 0.762 1.912 0.584 1.60 -0.02 -0.03
H -1.237 -0.812 2.487 0.01 0.27 -0.32
H 0.119 -1.833 2.129 -0.03 0.34 0.26
H -1.606 -1.898 0.254 0.65 -0.31 -0.52
H 1.986 -1.384 -0.041 1.60 1.91 1.00
H -2.725 -0.143 -1.289 0.18 0.22 -0.11
H -1.176 0.202 -2.181 -0.24 0.02 0.12
H -2.716 2.084 -0.303 0.37 0.10 -0.24
H -2.333 2.346 -2.018 0.20 -0.06 0.38
```
Forces are in eV/Å.

Which value of F_max does entry 2 give? 0.137 Eh/bohr